Entry 1:
Entry from OMol25: 2 unconnected molecules or ions with the total composition C3H9N2O2S in a non-equilibrium geometry (wB97M-V/def2-TZVPD).

Lowest unoccupied orbital energy   -4.25 eV
Molecular weight   137.18 g mol⁻¹
Frontier orbital gap   8.669 eV
E_HOMO   -12.92 eV
Total charge   +1

```
17
C3H9N2O2S (wB97M-V/def2-TZVPD)
C -1.59 -0.71 0.58
C 3.12 -1.33 -0.23
C -0.99 1.55 -1.37
N -2.39 -0.69 1.55
N 1.87 -1.18 -0.37
O 0.56 0.68 0.51
O -1.47 1.84 1.23
S -0.82 0.94 0.36
H 1.27 -0.40 0.18
H 3.49 -0.65 0.65
H 3.84 -1.98 -0.81
H -1.80 0.92 -1.71
H -0.93 2.64 -1.58
H -0.12 1.27 -1.83
H -2.82 -1.51 1.93
H -2.76 0.19 2.15
H 1.55 -1.59 -1.24
```

Entry 2:
Entry from OMol25: C3H3N5O3S in the gas phase in a non-equilibrium geometry (wB97M-V/def2-TZVPD).

Lowest unoccupied orbital energy   -1.88 eV
Molecular weight   189.16 g mol⁻¹
Structure (SMILES)   [H]/N=C1\NS(=O)(=O)N=C2NON=C21
Frontier orbital gap   8.129 eV
E_HOMO   -10.01 eV

```
15
C3H3N5O3S (wB97M-V/def2-TZVPD)
H -0.87 -2.73 -1.26
N -0.61 -2.57 -0.31
C -0.14 -1.43 0.15
N -0.09 -0.47 -0.85
S 0.31 1.07 -0.48
O 1.50 1.30 -1.35
O -0.80 1.90 -1.02
N 0.86 1.28 1.19
C 0.91 0.19 1.93
N 1.45 0.08 3.17
O 1.32 -1.34 3.57
N 0.86 -2.11 2.42
C 0.51 -1.18 1.50
H -0.72 -0.42 -1.63
H 2.06 0.71 3.64
```

Entry 3:
Entry from OMol25: C7H10F3NO in the gas phase in a non-equilibrium geometry (wB97M-V/def2-TZVPD).

Lowest unoccupied orbital energy (spin up / spin down)   0.76 / 0.79 eV
Molecular weight   181.16 g mol⁻¹
Frontier orbital gap (spin up / spin down)   7.924 / 7.821 eV
E_HOMO (spin up / spin down)   -7.17 / -7.03 eV

```
22
C7H10F3NO (wB97M-V/def2-TZVPD)
C -0.29 -0.54 1.33
C -1.02 -1.14 2.18
C 0.31 0.45 -0.67
C 0.62 -1.06 -0.82
C 1.97 -1.64 -0.62
C -0.19 2.04 1.37
C -0.85 0.95 -1.46
N 0.02 0.66 0.76
O -0.18 -1.77 -1.71
F -0.70 0.50 -2.73
F -2.03 0.39 -1.06
F -1.04 2.26 -1.49
H -1.85 -0.72 2.74
H -0.86 -2.16 2.41
H 1.13 1.05 -0.94
H 1.75 -2.66 -0.44
H 2.33 -1.14 0.25
H 2.51 -1.35 -1.62
H -1.19 2.31 1.45
H 0.08 2.07 2.39
H 0.37 2.74 0.72
H -0.88 -1.23 -2.04
```

Entry 4:
Entry from OMol25: C4H5N3 in the gas phase in a non-equilibrium geometry (wB97M-V/def2-TZVPD).

Lowest unoccupied orbital energy   0.13 eV
Molecular weight   95.10 g mol⁻¹
Structure (SMILES)   N#C[C@H]1CN=CN1
Frontier orbital gap   9.736 eV
E_HOMO   -9.61 eV

```
12
C4H5N3 (wB97M-V/def2-TZVPD)
N 2.53 -0.68 0.94
C 1.38 -0.72 0.84
C 0.60 -0.17 -0.36
C -0.70 -0.93 -0.54
N -1.65 -0.20 0.31
C -1.12 0.94 0.51
N 0.13 1.15 -0.07
H 1.31 -0.19 -1.19
H -1.01 -0.88 -1.59
H -0.58 -1.97 -0.25
H -1.59 1.74 1.07
H 0.77 1.85 0.27
```

Entry 5:
Entry from OMol25: a molecular structure, C27H39Cl5N2O5PtSSiTe2 in a non-equilibrium geometry (wB97M-V/def2-TZVPD).

Lowest unoccupied orbital energy   -1.62 eV
Molecular weight   1159.31 g mol⁻¹
Frontier orbital gap   6.258 eV
E_HOMO   -7.88 eV

```
83
C27H39Cl5N2O5PtSSiTe2 (wB97M-V/def2-TZVPD)
Pt 0.21 0.94 0.00
Cl 6.86 1.49 3.25
C 5.33 1.83 2.52
C 4.62 0.82 1.89
Cl 5.24 -0.78 1.83
C 3.39 1.10 1.31
Cl 2.53 -0.14 0.49
C 2.78 2.36 1.36
O 1.59 2.59 0.84
C 3.55 3.37 1.99
Cl 2.92 4.97 2.04
C 4.80 3.11 2.55
Cl 5.68 4.38 3.30
C -0.47 5.95 -1.70
Te 0.33 4.61 -0.20
C 1.53 4.00 -1.86
C 1.68 5.22 -2.72
C 2.77 5.42 -3.55
C 2.89 6.59 -4.29
C 1.90 7.56 -4.21
C 0.80 7.36 -3.39
C 0.68 6.20 -2.64
H -0.85 6.88 -1.27
H -1.30 5.46 -2.22
H 1.00 3.20 -2.38
H 2.49 3.62 -1.51
H 3.55 4.66 -3.61
H 3.76 6.75 -4.91
H 2.00 8.48 -4.78
H 0.03 8.12 -3.32
Te -1.57 2.29 -1.20
N 0.37 -1.01 -2.72
C -0.55 -0.62 -3.58
N -0.19 -0.41 -4.87
S -2.18 -0.38 -3.14
H 1.33 -1.16 -3.02
H 0.15 -1.20 -1.74
H 0.75 -0.54 -5.19
H -0.90 -0.11 -5.51
C -2.51 -1.50 4.26
C -1.89 -0.88 3.01
C -2.94 -0.07 2.26
C -0.72 0.01 3.43
O -1.41 -1.96 2.22
Si -1.12 -2.18 0.61
O -0.17 -1.08 -0.12
O -2.50 -2.18 -0.26
C -3.46 -3.19 -0.58
C -4.66 -2.46 -1.17
C -3.86 -3.96 0.68
C -2.86 -4.14 -1.61
O -0.47 -3.67 0.50
C 0.60 -4.32 1.21
C 0.06 -4.85 2.54
C 1.74 -3.34 1.45
C 1.06 -5.47 0.33
H -2.89 -0.71 4.93
H -1.77 -2.09 4.80
H -3.34 -2.15 3.98
H -3.29 0.76 2.88
H -3.79 -0.70 2.00
H -2.53 0.33 1.33
H -1.06 0.81 4.09
H -0.27 0.46 2.56
H 0.04 -0.58 3.95
H -5.09 -1.79 -0.43
H -5.42 -3.18 -1.49
H -4.34 -1.87 -2.03
H -4.25 -3.27 1.43
H -2.98 -4.46 1.10
H -4.62 -4.70 0.45
H -2.61 -3.59 -2.52
H -3.56 -4.95 -1.85
H -1.94 -4.57 -1.21
H -0.35 -4.03 3.13
H 0.87 -5.34 3.10
H -0.73 -5.58 2.35
H 1.41 -2.54 2.12
H 2.05 -2.90 0.50
H 2.60 -3.85 1.90
H 0.22 -6.15 0.14
H 1.86 -6.02 0.82
H 1.42 -5.09 -0.63
```

Entry 6:
Entry from OMol25: a molecular structure, C33H37N5SeSiSn (wB97M-V/def2-TZVPD).

Lowest unoccupied orbital energy   0.31 eV
Molecular weight   729.45 g mol⁻¹
Frontier orbital gap   6.523 eV
E_HOMO   -6.21 eV

```
78
C33H37N5SeSiSn (wB97M-V/def2-TZVPD)
Sn -0.50 -0.45 0.17
C -1.40 2.28 2.65
C -2.02 2.70 1.32
C -3.28 1.95 0.97
C -4.26 2.56 0.19
C -5.40 1.84 -0.15
C -5.53 0.54 0.31
C -4.51 0.02 1.09
N -3.41 0.70 1.41
N -0.24 1.39 2.49
C 0.92 2.12 2.04
C 2.06 1.25 1.55
C 3.34 1.78 1.52
C 4.38 1.01 1.06
C 4.12 -0.30 0.66
C 2.82 -0.75 0.72
N 1.80 0.01 1.15
C 0.01 0.64 3.71
C -0.78 -0.64 3.80
C -1.08 -1.18 5.05
C -1.70 -2.41 5.13
C -2.01 -3.08 3.96
C -1.68 -2.48 2.76
N -1.08 -1.29 2.68
H -2.15 1.75 3.24
H -1.09 3.17 3.22
H -1.30 2.55 0.51
H -2.25 3.77 1.32
H -4.12 3.57 -0.16
H -6.17 2.29 -0.77
H -6.41 -0.05 0.09
H -4.58 -0.99 1.47
H 1.31 2.78 2.84
H 0.65 2.76 1.20
H 3.50 2.80 1.84
H 5.38 1.41 1.01
H 4.90 -0.94 0.29
H 2.57 -1.75 0.40
H -0.18 1.25 4.61
H 1.07 0.36 3.75
H -0.83 -0.63 5.95
H -1.93 -2.85 6.09
H -2.48 -4.06 3.96
H -1.89 -2.96 1.81
C -2.05 -0.62 -4.34
C -1.62 -1.86 -4.77
C -0.89 -2.67 -3.92
C -0.62 -2.22 -2.63
N -1.06 -1.03 -2.22
C -1.74 -0.24 -3.05
C 0.14 -3.01 -1.61
C 0.80 -4.18 -1.98
C 1.45 -4.95 -1.03
C 1.45 -4.56 0.30
C 0.82 -3.37 0.65
C 0.17 -2.56 -0.28
H -2.61 0.05 -4.99
H -1.85 -2.20 -5.77
H -0.53 -3.63 -4.26
H -2.00 0.74 -2.66
H 0.81 -4.50 -3.01
H 1.97 -5.85 -1.33
H 1.93 -5.17 1.05
H 0.85 -3.07 1.70
C 2.07 3.32 -4.40
Si 2.42 2.25 -2.89
C 3.83 3.09 -1.95
C 3.08 0.60 -3.51
Se 0.60 2.02 -1.64
H 2.99 3.53 -4.96
H 1.61 4.26 -4.11
H 1.38 2.80 -5.07
H 4.60 3.46 -2.64
H 4.30 2.40 -1.26
H 3.45 3.94 -1.38
H 3.99 0.75 -4.11
H 2.34 0.11 -4.14
H 3.32 -0.06 -2.68
```

Entry 7:
Entry from OMol25: a molecular structure, C32H41Cl3IN3O7S3Ti (wB97M-V/def2-TZVPD).

Lowest unoccupied orbital energy (spin up / spin down)   0.36 / 0.19 eV
Molecular weight   957.03 g mol⁻¹
Multiplicity   3
Frontier orbital gap (spin up / spin down)   6.844 / 7.339 eV
E_HOMO (spin up / spin down)   -6.49 / -7.15 eV

```
91
C32H41Cl3IN3O7S3Ti (wB97M-V/def2-TZVPD)
Ti -0.63 0.34 -0.74
C -3.51 -0.79 0.19
C -2.62 0.43 0.19
C -3.43 1.69 -0.01
O -2.01 0.59 1.50
C -2.10 0.60 -2.39
O -3.08 0.26 -2.97
O -1.10 1.34 -2.49
H -4.38 -0.64 0.85
H -2.99 -1.68 0.56
H -3.88 -1.00 -0.82
H -4.10 1.84 0.84
H -4.04 1.62 -0.91
H -2.79 2.58 -0.10
H -1.50 -0.21 1.72
O -0.08 2.21 0.07
S -0.15 2.82 1.46
C -0.53 4.56 1.13
C 0.27 5.26 0.04
C -0.20 4.96 -1.39
C 0.66 5.73 -2.40
S 2.04 4.82 -3.09
O 2.69 4.05 -1.98
C 1.19 3.59 -4.10
C -0.07 3.74 -4.66
C -0.56 2.76 -5.50
C 0.20 1.65 -5.82
C 1.47 1.51 -5.27
C 1.96 2.48 -4.40
C 1.54 2.94 1.99
C 1.78 2.92 3.35
C 3.09 2.98 3.81
C 4.13 3.05 2.89
C 3.88 3.05 1.53
C 2.57 2.99 1.06
H -0.41 5.04 2.11
H -1.60 4.56 0.90
H 1.33 5.04 0.13
H 0.17 6.34 0.21
H -1.24 5.26 -1.50
H -0.15 3.89 -1.58
H 1.13 6.59 -1.93
H 0.10 6.11 -3.25
H -0.69 4.59 -4.44
H -1.56 2.86 -5.91
H -0.19 0.89 -6.48
H 2.08 0.66 -5.52
H 2.94 2.36 -3.95
H 0.96 2.83 4.05
H 3.30 2.96 4.87
H 5.16 3.08 3.25
H 4.69 3.08 0.82
H 2.37 2.99 0.00
Cl 2.29 0.35 -1.24
C 2.64 -0.86 0.04
Cl 4.25 -0.56 0.66
Cl 2.57 -2.49 -0.66
C 1.54 -0.77 1.16
O 1.90 -0.79 2.31
O 0.36 -0.69 0.69
I 1.64 -2.85 -5.48
C 0.54 -2.84 -3.71
C 0.12 -4.03 -3.13
C -0.60 -3.97 -1.95
C -0.88 -2.72 -1.41
N -0.46 -1.59 -1.96
C 0.24 -1.64 -3.10
H 0.36 -4.98 -3.59
H -0.95 -4.86 -1.45
H -1.43 -2.63 -0.49
H 0.55 -0.70 -3.52
C -3.24 -4.57 3.01
N -1.99 -5.10 3.52
C -2.07 -5.58 4.89
C -0.82 -4.63 3.01
S -0.74 -3.31 2.00
N 0.31 -5.30 3.41
C 1.61 -4.74 3.11
C 0.31 -6.74 3.59
H -4.04 -5.25 3.30
H -3.20 -4.51 1.92
H -3.44 -3.57 3.40
H -2.70 -4.90 5.47
H -1.08 -5.61 5.35
H -2.52 -6.58 4.94
H 1.62 -3.67 3.30
H 1.89 -4.89 2.06
H 2.35 -5.23 3.75
H -0.69 -7.14 3.45
H 0.68 -7.02 4.57
H 0.96 -7.19 2.84
```

Entry 8:
Entry from OMol25: a molecular structure, C15H35ClN5O5Pt in a non-equilibrium geometry (wB97M-V/def2-TZVPD).

Lowest unoccupied orbital energy (spin up / spin down)   -4.17 / -5.36 eV
Molecular weight   596.01 g mol⁻¹
Multiplicity   3
Frontier orbital gap (spin up / spin down)   7.234 / 6.046 eV
E_HOMO (spin up / spin down)   -11.40 / -11.40 eV
Total charge   +1

```
62
C15H35ClN5O5Pt (wB97M-V/def2-TZVPD)
Pt 10.86 -10.10 -4.15
Cl 12.40 -9.88 -5.89
C 13.67 -12.28 -3.39
C 12.29 -12.69 -3.06
O 11.29 -11.97 -3.32
N 12.08 -13.83 -2.43
C 13.10 -14.77 -2.03
H 14.43 -12.57 -2.68
H 13.73 -11.20 -3.46
H 13.95 -12.66 -4.38
H 11.11 -14.10 -2.33
H 12.67 -15.77 -2.05
H 13.44 -14.56 -1.02
H 13.92 -14.77 -2.73
C 8.03 -12.58 -6.29
C 8.59 -11.21 -6.23
O 9.17 -10.82 -5.18
N 8.43 -10.41 -7.26
C 8.92 -9.03 -7.29
H 7.22 -12.63 -7.03
H 7.62 -12.87 -5.33
H 8.80 -13.28 -6.63
H 7.98 -10.76 -8.09
H 10.00 -9.01 -7.31
H 8.54 -8.48 -6.44
H 8.57 -8.56 -8.21
C 15.86 -12.07 -9.96
C 14.94 -11.01 -9.40
O 15.10 -9.83 -9.67
N 13.90 -11.42 -8.61
C 13.67 -12.75 -8.11
H 15.80 -12.06 -11.04
H 15.68 -13.08 -9.60
H 16.87 -11.79 -9.67
H 13.40 -10.68 -8.15
H 12.78 -12.73 -7.48
H 14.49 -13.12 -7.48
H 13.49 -13.47 -8.91
C 11.05 -5.65 -7.76
C 10.96 -6.64 -8.89
O 10.30 -6.42 -9.89
N 11.64 -7.81 -8.70
C 11.68 -8.85 -9.71
H 10.16 -5.67 -7.14
H 11.12 -4.64 -8.17
H 11.92 -5.82 -7.13
H 11.99 -8.02 -7.80
H 12.61 -8.81 -10.29
H 10.86 -8.73 -10.41
H 11.65 -9.83 -9.23
C 16.25 -10.54 -5.98
C 17.05 -10.72 -4.70
O 16.54 -10.63 -3.60
N 18.38 -10.96 -4.86
C 19.25 -11.31 -3.77
H 15.28 -10.11 -5.71
H 16.05 -11.53 -6.40
H 16.78 -9.92 -6.70
H 18.75 -10.94 -5.79
H 19.28 -12.39 -3.61
H 18.92 -10.81 -2.87
H 20.26 -10.97 -3.99
```